Entry from OMol25: 2 unconnected molecules or ions with the total composition C5H10O2 (wB97M-V/def2-TZVPD).

```
17
Properties=species:S:1:pos:R:3:lowdin_charge:R:1
C -1.38571 0.89803 0.03051 -0.101
O -0.39475 -1.91264 -0.34576 -0.003
O 0.52352 0.96974 1.00086 -0.099
H 2.10845 -2.25494 -0.41206 0.095
H 2.03050 -1.06495 0.92546 0.110
H -2.06225 0.04606 0.10856 0.101
H 2.51299 -0.52383 -0.68045 0.104
C -0.80201 1.39060 1.36367 -0.157
H -1.82841 1.65398 -0.61818 0.112
H 0.53139 1.11065 -1.10946 0.137
H -0.70158 -0.61583 -2.07699 0.068
C 1.86630 -1.22585 -0.14642 0.015
H -0.84415 2.47428 1.51922 0.116
H -1.15720 0.87778 2.26441 0.118
H -1.01693 -1.45205 -1.12648 0.074
C 0.43447 -0.92487 -0.42684 -0.358
C 0.05811 0.53365 -0.31217 -0.331
```

Output
- E (Eh) = -346.79810
- orbital gap (spin up / spin down) (eV) = 7.802 / 7.803
- LUMO (spin up / spin down) (eV) = -0.205 / -0.205
- E_HOMO (spin up / spin down) (eV) = -8.0 / -8.0
- largest force on an atom (Eh/bohr) = 0.00705

Entry from OMol25: 7 unconnected molecules or ions with the total composition C15H46N8O9 at a distorted geometry (wB97M-V/def2-TZVPD).

```
78
Properties=species:S:1:pos:R:3:lowdin_charge:R:1
O 10.31578 -17.69102 4.00765 -0.228
H 10.78821 -11.95263 9.88581 0.096
N 11.48520 -15.86282 10.36811 0.188
H 11.56295 -6.14838 5.42589 0.105
H 10.68003 -17.73020 1.92391 0.071
H 9.03807 -15.40332 3.07571 0.102
C 12.18927 -6.15709 7.28352 -0.803
O 13.52074 -8.46777 4.74088 -0.053
O 12.50337 -5.65439 8.35982 0.040
C 15.25186 -12.28944 10.79882 -0.227
C 9.42633 -16.85327 4.75350 -0.183
H 9.07034 -17.76768 2.32614 0.076
N 11.46249 -11.88587 9.13683 0.214
N 12.22162 -10.74506 7.51414 0.208
O 8.86298 -10.11780 10.23210 -0.064
H 11.28534 -15.22766 6.01511 0.090
H 12.01302 -12.60438 8.68878 0.086
H 10.57073 -16.25796 10.53456 0.125
N 12.07470 -7.41256 7.17586 0.145
C 9.33374 -15.40174 4.12484 -0.188
H 12.60337 -12.04796 10.97760 0.056
H 9.06588 -13.17280 10.91635 0.098
H 12.55916 -9.93778 7.00968 0.092
C 15.67851 -10.44673 9.32326 -0.107
H 10.62745 -13.62249 5.90817 0.118
H 13.04538 -8.42465 3.91117 0.032
C 11.62142 -10.71677 8.65041 -0.775
C 14.73022 -12.97142 6.01581 -0.097
C 12.28012 -10.78826 12.55796 -0.154
O 14.90911 -11.56011 9.66610 -0.211
H 15.25300 -10.12077 8.37415 0.083
O 13.40943 -13.44920 6.30814 -0.264
H 13.54637 -14.77771 9.92280 0.096
N 12.90492 -14.65850 9.15181 0.175
N 10.62078 -14.74420 4.13566 -0.092
H 11.12152 -12.38815 13.53755 0.111
O 11.29245 -9.68236 9.21344 0.013
H 14.85529 -12.47775 5.05210 0.084
H 12.49912 -7.91854 7.94003 0.115
H 13.29096 -14.33695 8.27564 0.098
H 16.32922 -12.22135 10.94964 0.124
H 9.88530 -13.67190 12.44926 0.082
H 10.35266 -10.77199 13.67767 0.122
H 12.16586 -15.76618 11.10802 0.113
H 14.58801 -10.59195 11.95431 0.105
H 12.73540 -10.61621 13.53326 0.112
H 9.78258 -16.84219 5.78358 0.110
H 8.48789 -17.40135 4.83746 0.110
H 11.28280 -7.69813 6.61776 0.131
N 11.75810 -5.55218 6.21746 0.173
H 11.64969 -4.54802 6.21709 0.127
C 9.37562 -12.86921 11.91634 -0.090
H 13.06145 -7.85281 5.31282 -0.029
C 10.01526 -18.20930 2.64268 -0.055
H 12.23424 -11.62097 7.01142 0.091
H 8.98807 -9.52948 9.48748 0.024
H 14.91653 -12.16890 6.72951 0.073
C 11.28015 -14.33000 5.39680 -0.194
H 11.21369 -15.51523 3.86349 0.081
H 8.54045 -12.50389 12.51396 0.097
H 15.68852 -9.59111 9.99847 0.087
H 8.61857 -14.72370 4.59055 0.114
H 13.17098 -14.52006 4.42768 0.126
H 9.70164 -10.10288 10.69327 -0.004
H 16.73106 -10.71832 9.24277 0.086
H 12.62251 -12.74408 4.71474 0.120
H 14.82473 -11.95961 12.94118 0.113
O 10.33713 -11.87054 11.84430 -0.288
C 14.51804 -11.67951 11.93341 -0.180
H 12.24557 -9.96217 11.84769 0.117
H 10.15789 -19.26981 2.43513 0.079
O 10.91838 -14.96373 8.35169 -0.010
C 11.71879 -15.17238 9.28527 -0.743
C 10.91642 -11.44480 13.03146 -0.195
C 12.67742 -13.77804 5.05531 -0.133
H 15.47452 -13.76726 6.04316 0.088
N 13.01421 -11.88742 11.88618 -0.057
H 14.94702 -13.31215 10.57691 0.104
```

Output
- E (Eh) = -1714.22305
- orbital gap (eV) = 8.691
- LUMO (eV) = 0.375
- E_HOMO (eV) = -8.3
- largest force on an atom (Eh/bohr) = 0.12423
- structure (SMILES) = COCCNCCOC.COCCNCCOC.NC(N)=O.NC(N)=O.NC(N)=O.O.O

Entry from OMol25: C5H9Cl in the gas phase at a distorted geometry (wB97M-V/def2-TZVPD).

```
15
Properties=species:S:1:pos:R:3:lowdin_charge:R:1
H 1.43108 0.72299 0.22959 0.132
H -1.88030 1.70331 -2.46081 0.032
C 0.59901 0.16142 0.75814 -0.354
H 1.72104 -1.54958 1.30202 0.043
H 0.34156 -1.17848 2.44927 0.089
Cl 0.52042 -1.73479 -1.27600 0.589
C 1.17209 -0.78341 1.81075 -0.113
C -0.27732 -0.44313 -0.28360 -0.705
C -1.47641 0.81034 -2.12218 0.013
H 1.79909 -0.17356 2.47348 0.073
C -0.72207 0.76577 -1.05328 -0.230
H -1.07750 -0.92561 0.30571 0.117
H -0.42036 1.71624 -0.60320 0.102
H -0.03372 0.97964 1.23806 0.131
H -1.69663 -0.07116 -2.76795 0.080
```

Output
- E (Eh) = -656.06362
- orbital gap (eV) = 10.938
- LUMO (eV) = 0.942
- E_HOMO (eV) = -10.0
- largest force on an atom (Eh/bohr) = 0.04872
- structure (SMILES) = C=C[C@@H](Cl)CC

Entry from OMol25: C10H8N2 in the gas phase at a distorted geometry (wB97M-V/def2-TZVPD).

```
20
Properties=species:S:1:pos:R:3:lowdin_charge:R:1
H 2.42457 0.86645 -2.98212 0.137
C 1.69018 2.63985 -1.69429 -0.057
N 0.35064 1.97390 0.07741 0.125
C 0.89208 2.91647 -0.60533 -0.159
C -1.33009 -0.14118 1.15889 0.008
H -2.22784 -3.22496 2.05958 0.072
H -0.24606 -3.77426 0.58453 0.093
H 0.84876 3.83404 0.03218 0.131
N 1.16682 0.30003 -1.44576 0.108
C -2.09071 -1.16204 1.79940 -0.048
C -1.64383 -2.47380 1.64091 -0.031
C 0.14472 -1.74849 0.19777 -0.104
H 2.13431 3.31856 -2.24502 0.045
C -0.26398 -0.45622 0.27669 -0.161
C 1.82060 1.33447 -2.12254 -0.059
H -2.83825 -1.15108 2.42262 0.040
C 0.43369 0.65324 -0.45782 -0.266
C -0.51190 -2.75205 0.72771 -0.058
H -1.64618 0.84714 1.16648 0.073
H 0.89248 -1.80007 -0.59129 0.112
```

Output
- E (Eh) = -495.30917
- orbital gap (eV) = 9.139
- LUMO (eV) = 0.349
- E_HOMO (eV) = -8.8
- largest force on an atom (Eh/bohr) = 0.13708
- structure (SMILES) = c1ccc(-c2ncccn2)cc1

Entry from OMol25: 10 unconnected molecules or ions with the total composition C3H28N2O10 at a distorted geometry (wB97M-V/def2-TZVPD).

```
43
Properties=species:S:1:pos:R:3:lowdin_spin:R:1
H -2.48724 0.62047 -1.55196 0.003
O -0.23028 -2.44104 0.46717 0.001
H -1.94318 -0.54298 -3.22858 0.011
H 1.68711 0.61409 -1.99233 0.020
H -2.96174 1.04385 3.36990 0.000
H -1.64672 -0.10586 0.25486 0.000
H -0.28160 1.96881 -0.17768 0.000
H -0.92326 -1.20134 -1.89078 -0.001
H 3.40855 -1.69744 2.91554 0.000
H 3.13921 -1.32216 -2.48994 0.010
N -1.47750 0.79590 -1.74093 0.010
C 2.06317 -1.36683 -2.64881 0.031
H -1.58518 -1.63672 0.32357 0.000
H -1.35988 1.68972 -2.25965 0.001
H 0.26889 1.13073 -3.62996 0.017
O -0.18340 1.48227 3.77194 0.000
H 3.53028 -1.17210 1.38250 0.000
H 0.19188 -2.38051 -0.38443 0.000
O 0.17114 2.71944 0.23830 0.001
H 0.38938 -0.60310 -4.40072 0.008
H 1.74319 -2.10446 -3.38663 0.000
H 0.33342 -2.38400 1.29264 0.000
C -1.03533 -0.27480 -2.56354 0.080
H -3.14944 0.28723 2.22813 0.000
H 1.34130 -0.09664 0.80706 0.000
O 1.56620 -2.10108 -1.59548 0.094
H 0.62289 -0.30512 3.60764 0.000
H -0.63152 1.35804 2.95913 0.000
C 0.30788 0.03207 -3.39951 0.075
H -0.10101 2.46918 3.63631 0.000
H -2.81875 3.11243 0.03352 0.000
H -3.28387 2.14885 0.99773 0.000
O 3.75077 -1.86373 2.00397 0.000
O -2.21054 -0.80340 0.35419 0.001
O 1.36010 -0.79670 3.68209 0.000
O -2.82475 1.11172 2.39937 0.000
H 2.22412 0.56980 -0.21700 0.000
O -3.49390 2.40409 0.12898 0.000
H 1.02239 -1.48577 4.30385 0.000
H 1.98580 -1.97907 -0.78488 0.003
N 1.58805 -0.03329 -2.67384 0.631
H -0.18728 3.40037 -0.31459 0.000
O 2.12065 -0.26095 0.17285 0.004
```

Output
- spin multiplicity = 2
- E (Eh) = -992.57563
- orbital gap (spin up / spin down) (eV) = 10.071 / 4.937
- LUMO (spin up / spin down) (eV) = -3.355 / -8.488
- net charge = +1
- ⟨S²⟩ = 0.7553
- E_HOMO (spin up / spin down) (eV) = -13.4 / -13.4
- largest force on an atom (Eh/bohr) = 0.14182